# 1
16
Properties=species:S:1:pos:R:3:forces:R:3 method="wB97M-V/def2-TZVPD" relative_energy_kj_mol=55.9 homo_lumo_gap_ev=12.611 e_lumo_ev=1.110 smiles=CC.CC
C -0.0466 -1.2913 2.3146 0.4149 -3.2367 -0.5148
C -1.0338 -1.8516 1.2553 0.3112 -0.7021 -0.0494
H 0.4339 -2.1938 2.7794 -0.2809 0.6571 -0.1848
H 0.8034 -0.8284 1.8267 -0.2581 0.9939 0.3079
H -0.5727 -0.8372 3.1290 0.0841 0.9819 0.1742
H -1.8178 -1.1099 1.0816 0.0009 -0.3330 -0.3567
H -1.4790 -2.8344 1.5560 0.0598 1.0181 0.1304
H -0.5107 -2.1317 0.3127 -0.3279 0.6328 0.4777
C 0.8664 2.3180 -1.7731 -1.2829 1.2953 -1.1826
C 0.1805 0.9714 -1.7826 0.6537 -1.3696 0.8928
H 1.2707 2.6411 -0.8257 0.2329 -0.3107 0.3056
H 1.6271 2.3146 -2.5417 0.4900 0.1356 0.0908
H 0.1807 3.1374 -2.0629 0.1961 -0.3260 0.0054
H -0.8869 0.8625 -1.6479 -0.3736 0.8000 0.3254
H 0.3432 0.3873 -2.6959 0.4180 0.2152 0.1549
H 0.6416 0.4460 -0.9254 -0.3381 -0.4520 -0.5769

# 2
115
Properties=species:S:1:pos:R:3:forces:R:3 method="wB97M-V/def2-TZVPD" relative_energy_kj_mol=486.6 charge=+2 homo_lumo_gap_ev="5.849 / 5.778" e_lumo_ev="-6.872 / -7.036" multiplicity=2
W -0.3030 0.0679 -0.5122 -0.1755 0.4390 -0.1597
O -3.7763 -0.9526 0.9458 -0.0348 0.0067 -0.1202
C -4.0903 -0.1437 2.0103 0.0850 -0.0240 0.0470
C -5.0106 -0.5003 2.9899 0.0033 0.0976 0.0113
C -5.3261 0.4005 3.9927 -0.0516 -0.0946 0.0088
C -4.7449 1.6581 4.0295 0.0548 0.0462 -0.0585
C -3.8111 1.9953 3.0701 -0.0587 -0.0672 0.0322
C -3.4496 1.0903 2.0606 -0.0256 -0.0788 0.1179
P -2.0162 1.6105 1.0831 0.1213 -0.0609 -0.3292
C -0.6035 1.5706 2.1744 0.0934 -0.0926 0.3140
C -0.7306 1.3412 3.6221 0.0454 0.1076 -0.0674
C 0.2317 1.7086 4.4750 0.0681 0.0651 -0.0186
C 1.3718 2.4880 4.0310 -0.0679 -0.0699 0.0350
C 1.5365 2.8076 2.7436 0.0077 -0.0261 -0.0918
C 0.6596 2.3110 1.6702 0.0615 -0.0099 0.0290
C -2.4851 3.3305 0.7632 0.0020 0.0927 0.0736
C -1.7419 4.3972 1.2677 -0.0012 0.0216 -0.0407
C -2.1640 5.7006 1.0475 -0.0202 -0.0434 -0.0191
C -3.3204 5.9471 0.3219 -0.0098 0.0285 -0.0012
C -4.0805 4.8887 -0.1574 0.0378 -0.0256 0.0211
C -3.6718 3.5854 0.0733 -0.0279 -0.0284 -0.0169
C -3.8689 -2.3270 1.1208 0.0197 0.0901 0.0364
C -5.0960 -2.9730 1.1361 0.0646 -0.0712 -0.0332
C -5.1243 -4.3511 1.2741 -0.0137 0.0279 -0.0058
C -3.9408 -5.0735 1.3738 -0.0100 0.0406 0.0059
C -2.7264 -4.4184 1.3036 0.0108 0.0001 0.0065
C -2.6769 -3.0274 1.1778 -0.0358 -0.0641 0.0807
P -1.0804 -2.2570 0.7472 -0.1675 -0.0292 -0.1846
C 0.0690 -3.0794 1.8757 0.0000 0.0140 0.0945
C 1.3299 -3.5667 1.5450 0.0270 -0.0035 -0.0400
C 2.1273 -4.1632 2.5124 -0.0085 0.0034 -0.0138
C 1.6891 -4.2500 3.8241 -0.0232 0.0073 -0.0129
C 0.4446 -3.7400 4.1691 0.0212 -0.0045 -0.0383
C -0.3626 -3.1666 3.2021 0.0302 0.0346 0.0322
C -1.0229 -2.8989 -0.9640 -0.1275 -0.2972 -0.0714
C -2.2547 -2.5910 -1.7391 0.0129 0.0410 -0.0282
C -2.3906 -2.8659 -3.0324 0.0179 -0.0257 0.0712
C -1.2735 -3.4408 -3.8379 -0.0677 0.0200 -0.0488
C 0.0099 -3.7070 -3.0359 0.0600 -0.0702 -0.0445
C -0.0102 -3.5358 -1.5586 0.0274 0.1556 0.0483
H -5.4868 -1.4675 2.9765 0.0099 0.0157 -0.0013
H -6.0475 0.1145 4.7459 -0.0114 -0.0028 0.0109
H -5.0065 2.3654 4.8028 -0.0068 0.0184 0.0159
H -3.3384 2.9662 3.1176 0.0269 0.0345 -0.0082
H -1.6317 0.8707 3.9891 -0.0221 -0.0477 -0.0291
H 0.1177 1.5027 5.5302 0.0092 -0.0091 0.0347
H 2.0508 2.8841 4.7734 0.0176 0.0123 0.0280
H 2.3147 3.4980 2.4475 0.0437 0.0072 -0.0254
H 0.5685 2.9649 0.8110 0.0310 -0.0185 0.0382
H -0.8482 4.2232 1.8502 -0.0276 0.0137 0.0096
H -1.5912 6.5233 1.4515 0.0174 0.0235 0.0156
H -3.6447 6.9643 0.1506 -0.0022 0.0173 -0.0012
H -5.0023 5.0785 -0.6892 -0.0228 0.0018 -0.0132
H -4.3096 2.7687 -0.2410 0.0145 -0.0426 -0.0301
H -6.0103 -2.4073 1.0268 -0.0108 0.0319 -0.0111
H -6.0751 -4.8647 1.2941 -0.0237 -0.0163 -0.0044
H -3.9677 -6.1482 1.4788 -0.0028 -0.0385 0.0023
H -1.8064 -4.9890 1.3294 0.0107 0.0002 0.0061
H 1.7148 -3.4791 0.5418 0.0159 0.0144 0.0132
H 3.0948 -4.5590 2.2340 0.0188 -0.0096 0.0034
H 2.3110 -4.7166 4.5745 0.0274 -0.0114 0.0260
H 0.0956 -3.8007 5.1899 -0.0123 -0.0035 0.0378
H -1.3384 -2.7927 3.4865 -0.0191 0.0149 -0.0096
H -3.0906 -2.1500 -1.2092 0.0427 -0.0312 -0.0391
H -3.3272 -2.6675 -3.5371 -0.0236 0.0015 -0.0357
H -1.6045 -4.2471 -4.4919 0.0041 0.0055 0.0245
H 0.5376 -4.6016 -3.3615 -0.0242 -0.0335 0.0742
H 0.8740 -3.8443 -1.0214 -0.0314 0.0369 -0.0565
O 2.0574 -3.4592 -5.4505 -0.0259 0.0169 0.0416
C 1.8775 -2.7292 -4.5286 0.0705 -0.0253 -0.0423
C 0.5515 -2.4654 -3.8190 0.1756 0.0200 -0.0542
O -0.6097 -2.4091 -4.6231 -0.0577 0.0625 0.0163
C 0.8614 -1.2052 -3.0266 -0.0701 0.0318 -0.0381
C 2.1913 -0.8980 -3.0059 -0.0450 -0.1760 -0.0922
O 1.3308 -0.9368 -0.3537 0.3143 -0.1300 0.1385
C 2.9522 -1.8775 -3.8062 -0.0923 -0.0052 -0.0237
O 4.1364 -2.0481 -3.8801 0.0194 0.0282 0.0225
O -0.1074 -0.5768 -2.4444 0.0811 -0.1292 0.3222
C 3.5468 0.4489 2.2796 0.0148 0.0146 -0.0185
C 2.4959 -0.4813 1.7396 -0.0030 -0.0323 0.0382
C 2.6141 -0.7491 0.2221 -0.2054 -0.1870 -0.2154
C 3.3352 0.3224 -0.5459 0.0828 0.0765 0.0941
C 4.1293 1.2107 0.0579 0.0509 -0.0354 0.0710
C 4.3355 1.1883 1.5054 -0.1094 -0.0526 -0.0972
P 2.9057 0.5365 -2.2649 0.0290 0.0703 0.1292
C 4.3298 0.9009 -3.2800 0.0724 0.0495 -0.0367
C 4.0905 1.1534 -4.6349 -0.0128 -0.0101 -0.0335
C 5.1512 1.3446 -5.4992 0.0118 -0.0128 0.0429
C 6.4540 1.2719 -5.0210 0.0201 0.0064 -0.0208
C 6.6957 0.9972 -3.6851 -0.0659 -0.0084 0.0060
C 5.6360 0.8040 -2.8106 0.0046 -0.0237 -0.0367
C 1.7292 1.9005 -2.2397 -0.0757 0.1896 0.0447
C 2.1284 3.0497 -2.9184 0.0450 0.0273 -0.0064
C 1.3597 4.2059 -2.9035 0.0403 -0.0417 -0.0026
C 0.1710 4.1933 -2.2121 -0.0489 -0.0757 0.0523
C -0.2265 3.0400 -1.5373 -0.0535 0.1623 -0.0894
C 0.5257 1.8712 -1.4814 0.0064 -0.1030 -0.0951
H 3.6384 0.4858 3.3562 -0.0366 0.0108 0.0485
H 2.6158 -1.4384 2.2482 0.0056 0.0097 -0.0252
H 3.1517 -1.6961 0.0909 0.0419 0.0531 0.0328
H 4.6125 1.9984 -0.5085 0.0154 0.0097 -0.0245
H 5.0897 1.8328 1.9334 0.0338 0.0358 -0.0010
H 3.0772 1.1918 -5.0191 -0.0122 -0.0011 0.0065
H 4.9653 1.5387 -6.5457 -0.0098 0.0039 -0.0272
H 7.2836 1.4151 -5.6993 0.0126 0.0037 -0.0121
H 7.7100 0.9158 -3.3223 0.0274 -0.0025 0.0141
H 5.8425 0.5424 -1.7838 -0.0196 0.0066 0.0372
H 3.0595 3.0583 -3.4670 -0.0033 0.0029 0.0224
H 1.6906 5.0855 -3.4365 0.0188 0.0211 -0.0129
H -0.4666 5.0674 -2.1938 -0.0301 0.0112 0.0073
H -1.1880 3.0861 -1.0557 0.0090 -0.0031 0.0002
O 1.1775 -0.1041 2.1074 -0.1456 0.1768 0.0662
C 0.4949 0.8519 1.3536 0.1783 -0.1627 0.0741
S -3.2057 1.0802 -2.4031 -0.3076 0.0045 -0.2326
C -2.0652 0.6257 -1.5342 0.0549 -0.0251 0.2136

# 3
14
Properties=species:S:1:pos:R:3:forces:R:3 method="wB97M-V/def2-TZVPD" relative_energy_kj_mol=275.7 homo_lumo_gap_ev=9.370 e_lumo_ev=0.050
C 0.7418 -1.0809 -0.1033 -2.0342 -2.3598 0.1772
C -0.5791 -1.6546 -0.0264 4.3368 3.4496 -0.7311
C 0.0693 1.2207 0.0827 -6.6603 0.2976 -1.1917
C 1.0077 0.2926 -0.0120 1.7476 -0.0031 0.6160
C -1.6062 -0.7575 -0.1522 -1.2233 1.0485 0.2154
C -1.4299 0.5544 -0.1214 4.3561 2.8466 0.5991
N 2.3403 0.7787 0.1507 -0.3588 0.8496 -0.8679
O -3.8618 0.3677 1.0564 -1.1580 0.1471 1.9211
S -3.1773 0.2024 -0.1822 1.8110 -0.4049 -1.7266
H 1.5708 -1.8004 -0.2343 -0.3916 0.5906 0.3694
H -0.5438 -2.6508 0.0112 -0.7404 -3.8057 0.0813
H 0.3138 2.3130 0.0764 -0.7659 -1.1859 0.2205
H 2.8901 0.3782 -0.6106 0.3159 0.4960 0.3280
H 2.2642 1.8365 0.0649 0.7650 -1.9662 -0.0106